[1]
Molecular formula: C6H10N4O
Method: DFT, ωB97M-V/def2-TZVPD

For the relative energy (zero: lowest compared OMol25 entry of this formula, charge and spin), the calculation gives 104.8 kcal per mole. The electronic energy comes out at -528.71545 Eh. For the HOMO-LUMO gap, the calculation gives 0.309 Eh.

Each line ends with the natural charge from an NBO analysis.
Element x y z (Å)
C (-0.59715, 0.70845, -2.14475)  -0.08
C (-2.01517, -0.96999, -1.95727)  0.17
C (-0.00150, -0.32159, -1.47344)  0.03
C (0.44192, 0.26053, 1.28476)  0.27
C (1.26204, -0.40353, -0.72196)  -0.39
C (1.56890, 0.60851, 2.15692)  -0.13
N (-0.96755, -1.33940, -1.25834)  -0.47
N (-1.86649, 0.29712, -2.46588)  -0.53
N (-0.68544, -0.38597, 1.80433)  -0.52
N (-0.81201, 0.85532, 0.97488)  -0.47
O (2.62180, -0.35332, 2.18675)  -0.71
H (-0.05174, 1.61016, -2.49967)  0.22
H (-3.03706, -1.37044, -2.04833)  0.19
H (1.41805, -1.39129, -0.25596)  0.22
H (2.13419, 0.11943, -1.00932)  0.21
H (1.18245, 0.66690, 3.17001)  0.17
H (2.01231, 1.59873, 2.02872)  0.19
H (-2.57805, 0.85848, -2.87199)  0.41
H (-1.04774, -1.28042, 1.43212)  0.38
H (-1.27212, 1.48343, 1.64593)  0.36
H (2.29037, -1.25112, 2.02248)  0.47

Cartesian forces, eV/Å:
C 1.479 0.597 -0.619
C -0.784 1.231 0.665
C -0.524 -0.874 1.203
C 0.469 -0.571 -3.100
C -2.998 -0.745 3.115
C 0.628 0.392 1.508
N 0.207 0.173 -1.206
N 1.070 -0.446 0.175
N -0.011 -1.012 0.462
N -0.723 -0.473 0.450
O 0.019 -0.091 -0.554
H -1.125 -0.644 0.280
H 0.932 -0.435 0.318
H 0.176 0.423 -0.904
H 0.617 0.718 -0.076
H -0.443 -0.039 0.427
H 0.069 -0.213 -0.764
H -0.344 0.183 -0.369
H 0.406 1.028 -0.919
H 1.005 0.248 -0.197
H -0.125 0.548 0.105

=====

[2]
Molecular formula: C6H10N4O2S2
Method: DFT, ωB97M-V/def2-TZVPD

For the relative energy (zero: lowest compared OMol25 entry of this formula, charge and spin), the calculation gives 60.0 kcal per mole. The electronic energy comes out at -1400.35169 Eh. For the HOMO-LUMO gap, the calculation gives 0.351 Eh. Its SMILES is CO[C@@]1([C@@]2(OC)CN=NS2)N=NCS1.

Each line ends with the natural charge from an NBO analysis.
Element x y z (Å)
C (1.78592, 0.22889, -1.18880)  -0.36
C (-2.68935, -0.11739, 0.37422)  -0.41
C (1.09006, -0.16143, 0.16381)  0.10
C (-0.24486, 0.57517, 0.13899)  0.26
C (1.92420, -2.34129, 0.50642)  -0.24
C (-0.79295, 2.86199, 0.48333)  -0.25
N (3.16472, 0.48365, -0.96271)  -0.14
N (-2.07525, 0.09977, 1.65962)  -0.06
N (-0.87066, 0.32140, 1.57408)  -0.14
N (3.53318, 0.75063, 0.16649)  -0.25
O (0.85327, -1.44220, 0.46660)  -0.53
O (0.04432, 1.91139, -0.09517)  -0.56
S (-1.48826, -0.11174, -1.06403)  0.14
S (2.27899, 0.71696, 1.29587)  0.35
H (1.63154, -0.46195, -1.94604)  0.23
H (1.45007, 1.22275, -1.43447)  0.27
H (-3.29606, -1.01118, 0.45950)  0.24
H (-3.41569, 0.67383, 0.27824)  0.22
H (2.68638, -1.97465, -0.14141)  0.18
H (1.64757, -3.35568, 0.05479)  0.19
H (2.16232, -2.52679, 1.50561)  0.20
H (-0.46386, 3.90739, 0.01986)  0.21
H (-0.76020, 2.80173, 1.54271)  0.19
H (-1.85306, 2.69731, 0.13273)  0.17

Cartesian forces, eV/Å:
C -0.004 0.527 2.477
C -1.042 0.001 -0.908
C 0.661 2.277 -1.023
C -1.024 -0.627 1.056
C -0.890 -1.678 -2.020
C -1.202 2.283 -2.435
N 2.029 -0.556 -1.683
N 2.198 -0.351 -1.254
N 0.252 1.213 0.006
N 0.060 0.247 0.058
O -1.382 -1.166 -0.015
O 0.234 -0.723 0.223
S -0.360 0.223 1.924
S -0.960 -0.501 1.399
H -0.262 -1.284 -1.526
H -0.605 0.173 -0.482
H 0.220 -0.460 -0.258
H -0.299 0.488 -0.308
H 1.204 0.198 0.024
H -0.175 1.422 0.532
H 1.020 -0.063 1.503
H -0.617 -2.236 1.374
H 0.144 0.384 0.969
H 0.801 0.207 0.365

=====

[3]
Molecular formula: C6H10N5O3
Method: DFT, ωB97M-V/def2-TZVPD

Its total charge is +1. For the relative energy (zero: lowest compared OMol25 entry of this formula, charge and spin), the calculation gives 192.2 kcal per mole. The electronic energy comes out at -733.51878 Eh. For the HOMO-LUMO gap (alpha / beta), the calculation gives 0.326 / 0.228 Eh.

Each line ends with the natural charge from an NBO analysis.
Element x y z (Å)
C (3.35537, -0.56757, 0.34139)  -0.12
C (4.10389, 0.22451, -0.73585)  0.36
C (1.99345, -0.83500, 0.37284)  0.41
C (-0.86172, -0.82188, 0.25129)  0.27
C (-2.35282, -1.24492, 0.27305)  -0.63
C (-0.67631, 0.26477, 1.26081)  -0.64
N (4.18266, -0.67725, 1.37706)  0.04
N (5.28860, 0.47409, -0.16059)  -0.15
N (-0.48235, -0.05655, -0.93074)  -0.05
N (1.30067, -1.83456, 0.47831)  -0.19
N (3.68883, 0.45295, -2.01257)  -0.78
O (5.23707, -0.06367, 1.07058)  -0.03
O (-0.08732, -1.98836, 0.43474)  -0.30
O (-0.49960, -0.84803, -2.00871)  -0.47
H (-2.68183, -1.27326, 1.31721)  0.24
H (-2.49409, -2.25497, -0.24128)  0.25
H (-3.00998, -0.39997, -0.07128)  0.26
H (-0.83994, -0.10083, 2.26913)  0.23
H (-1.34193, 1.04137, 1.15654)  0.25
H (0.31125, 0.68718, 1.07165)  0.22
H (1.66248, -2.82799, 0.56144)  0.45
H (2.67780, 0.43250, -2.14997)  0.43
H (4.46169, 0.98365, -2.40343)  0.44
H (-0.17250, -0.28650, -2.72748)  0.49

Cartesian forces, eV/Å:
C 1.113 1.575 -1.461
C -0.523 -1.948 2.863
C 0.743 1.465 -0.680
C -1.684 2.307 -0.543
C -0.250 -0.634 -0.376
C 1.993 -1.507 1.533
N -2.595 -0.731 0.338
N -1.593 0.403 -2.450
N 0.498 -0.697 -0.556
N -1.480 -3.564 0.262
N 1.433 -0.290 2.349
O 2.528 0.488 0.516
O 0.684 -0.561 0.269
O 0.152 -0.278 -0.118
H 0.367 -0.661 -0.031
H -0.161 1.639 0.571
H 0.880 -0.985 -0.529
H 0.477 -0.137 0.248
H -1.719 1.624 -0.734
H 0.042 0.169 0.722
H -0.324 1.311 -0.063
H 0.922 0.664 -0.600
H -1.190 0.387 -1.412
H -0.312 -0.037 -0.117

=====

[4]
Molecular formula: C6H10NO
Method: DFT, ωB97M-V/def2-TZVPD

Its total charge is +1. For the relative energy (zero: lowest compared OMol25 entry of this formula, charge and spin), the calculation gives 133.2 kcal per mole. The electronic energy comes out at -364.13500 Eh. For the HOMO-LUMO gap, the calculation gives 0.355 Eh.

Each line ends with the natural charge from an NBO analysis.
Element x y z (Å)
C (1.21508, -0.05130, -3.06802)  -0.27
C (1.17871, 0.44897, -1.96662)  -0.19
C (-0.71414, 0.81695, 1.22911)  -0.21
C (-0.76769, -0.08004, 0.06808)  0.00
C (-1.08605, -1.54608, 0.21480)  -0.63
C (1.53464, 1.15403, 0.04747)  0.41
N (0.52827, 0.28730, 0.70982)  -0.44
O (2.85811, 0.82699, 0.48626)  -0.68
H (1.25079, -0.58489, -3.96709)  0.25
H (-0.64051, 1.88416, 1.04504)  0.23
H (-1.09369, 0.47464, 2.20335)  0.26
H (-0.80377, 0.41224, -0.88075)  0.28
H (-2.14233, -1.72537, 0.41833)  0.26
H (-0.54458, -1.94586, 1.04617)  0.22
H (-0.84734, -2.12268, -0.62344)  0.26
H (1.22820, 2.21928, 0.03260)  0.23
H (1.07346, -0.44955, 1.31009)  0.48
H (3.42817, 1.62224, 0.72742)  0.53

Cartesian forces, eV/Å:
C -0.019 0.541 1.752
C 1.289 1.276 2.932
C -0.882 0.897 0.820
C 0.274 -0.488 0.249
C -1.097 0.952 0.874
C 1.535 -1.335 -2.643
N 3.829 -2.199 1.311
O -2.676 1.452 -0.458
H -0.065 -0.248 -0.848
H -1.006 0.008 0.229
H 0.555 0.251 -0.405
H -0.247 -0.077 -0.576
H -0.047 0.280 -0.005
H 0.315 -0.306 0.672
H 0.576 -0.575 -1.485
H 0.419 -0.761 -0.160
H -1.452 1.409 -1.539
H -1.303 -1.077 -0.720

=====

[5]
Molecular formula: C6H10NO
Method: DFT, ωB97M-V/def2-TZVPD

Its total charge is +1. For the relative energy (zero: lowest compared OMol25 entry of this formula, charge and spin), the calculation gives 45.2 kcal per mole. The electronic energy comes out at -364.27526 Eh. For the HOMO-LUMO gap, the calculation gives 0.382 Eh. Its SMILES is C=[N+](C)C(=O)C1CC1.

Each line ends with the natural charge from an NBO analysis.
Element x y z (Å)
C (1.53968, -0.00147, -1.03278)  0.11
C (-0.09997, 0.22433, 0.67378)  0.75
C (-2.49738, -0.11079, 0.14897)  -0.40
C (-1.91094, 0.42427, -1.03555)  -0.39
C (-1.09534, -0.46876, -0.13246)  -0.41
C (2.48431, -0.19947, 1.21435)  -0.46
N (1.40658, -0.10762, 0.23082)  -0.29
O (-0.14130, 1.11141, 1.40248)  -0.42
H (2.48136, -0.17075, -1.56250)  0.23
H (0.65073, -0.00726, -1.61657)  0.22
H (-2.86946, 0.66980, 0.83247)  0.26
H (-3.26153, -0.92010, 0.22136)  0.26
H (-2.23060, 0.18167, -2.07094)  0.25
H (-1.77931, 1.51422, -1.15130)  0.25
H (-0.91757, -1.43854, -0.56258)  0.27
H (3.28708, 0.56326, 1.20273)  0.26
H (2.94160, -1.17085, 1.01273)  0.25
H (2.01207, -0.09337, 2.22500)  0.26

Cartesian forces, eV/Å:
C 1.018 -1.568 0.339
C 1.529 -1.305 -1.851
C -3.701 -0.345 1.926
C -0.792 1.821 -3.592
C 0.415 0.274 0.241
C 0.063 -0.050 1.231
N -0.492 0.938 -1.192
O -0.635 1.701 2.123
H 0.046 0.555 0.450
H -0.566 0.396 -0.463
H 1.199 -0.479 0.284
H 0.915 0.456 -0.803
H 0.523 -1.029 0.850
H 0.445 -0.492 1.082
H 0.317 -0.266 0.374
H -0.759 -0.105 -0.701
H -0.005 0.030 0.603
H 0.480 -0.532 -0.903

=====

Which of these has the highest relative energy (zero: lowest compared OMol25 entry of this formula, charge and spin)?
C6H10N5O3

=====

Which of these has the highest relative energy (zero: lowest compared OMol25 entry of this formula, charge and spin)?
C6H10N5O3